[1]
Formula: C5H8O
Source: the Open Molecules 2025 dataset
Level of theory: ωB97M-V with the def2-TZVPD basis set

Calculated values
- Highest occupied orbital energy: -8.144 eV
- E_LUMO: 0.7 eV
- Charge: 0
- 2S+1: 1

Last column: Mulliken charge in e.
Element x y z (Å)
C -0.20101 1.15608 0.32250  -0.3886
C 0.48379 0.37978 -0.67149  -0.3514
C 1.00012 -0.56756 0.43779  -0.4448
C -0.08283 0.09958 1.28133  -0.4077
O -1.38688 -1.17483 -0.10320  -0.6735
C -0.91576 -0.61553 -1.16446  -0.4443
H 0.56259 1.17628 1.47979  0.1874
H -0.83944 2.03449 0.32119  0.4380
H 1.07377 0.77313 -1.49948  0.4523
H 2.01630 -0.32130 0.76329  0.2460
H 0.87619 -1.63585 0.28404  0.2894
H -0.65005 -0.15795 2.16682  0.4094
H -1.55522 0.10766 -1.71554  0.3604
H -0.38157 -1.25398 -1.90259  0.3275

---

[2]
Formula: C3H5NO3
Source: the Open Molecules 2025 dataset
Level of theory: ωB97M-V with the def2-TZVPD basis set

Calculated values
- Highest occupied orbital energy: -10.000 eV
- E_LUMO: 0.5 eV
- SMILES string: O=CCNC(=O)O
- Charge: 0
- 2S+1: 1

Last column: Mulliken charge in e.
Element x y z (Å)
O -0.68873 0.31596 2.70731  -0.4324
C -0.93736 0.90012 1.70078  0.0345
C -0.16601 0.82766 0.36670  -0.4614
N 0.34009 -0.49498 0.10667  -0.2039
C 0.51913 -1.18112 -1.03003  0.5925
O 0.38281 -0.47601 -2.24238  -0.5015
O 0.96200 -2.29112 -1.08679  -0.5862
H -1.69131 1.65388 1.71767  0.3605
H -0.71492 1.17517 -0.55611  0.3164
H 0.63894 1.68379 0.33457  0.2515
H 0.88266 -0.99511 0.96993  0.2915
H 0.47270 -1.11824 -2.98831  0.3387

---

[3]
Formula: C29H31N3O5
Source: the Open Molecules 2025 dataset
Level of theory: ωB97M-V with the def2-TZVPD basis set

Calculated values
- Highest occupied orbital energy: -7.717 eV
- E_LUMO: -0.3 eV
- SMILES string: CC[C@@H](C)NC(=O)c1ccc2nc(-c3ccc(OC)c(OC)c3)c(-c3ccc(OC)c(OC)c3)nc2c1
- Charge: 0
- 2S+1: 1

Last column: Mulliken charge in e.
Element x y z (Å)
C -7.48945 -2.01070 -1.38457  -1.1406
C -7.92494 -1.84453 0.06612  -0.5892
H -8.97864 -2.11034 0.16396  0.3523
H -7.34952 -2.52051 0.70467  0.3193
C -7.73821 -0.40599 0.56272  0.1316
N -6.34008 -0.03518 0.50834  -0.1331
C -5.86545 0.95955 -0.27290  0.4109
O -6.57936 1.66236 -0.96286  -0.6696
C -4.38242 1.14934 -0.21496  1.0568
C -3.50553 0.11093 -0.00859  -0.2180
C -2.12100 0.35642 -0.00286  -0.4173
N -1.25577 -0.67122 0.10219  -0.5213
C 0.02997 -0.41488 0.12338  0.5072
C 0.50163 0.94427 0.14897  0.2414
N -0.32345 1.94269 -0.05193  -0.5325
C -1.63956 1.68317 -0.17256  0.0955
C -2.55521 2.72432 -0.41829  -0.6890
C -3.89349 2.45371 -0.44360  -0.9745
H -4.61806 3.23008 -0.63829  0.4487
H -2.17213 3.72074 -0.57419  0.4890
C 1.90245 1.28312 0.41693  -0.8372
C 2.63991 0.62086 1.38685  -0.7262
C 3.96774 0.95426 1.60105  -0.7149
C 4.58154 1.94494 0.85095  1.1201
C 3.82495 2.64711 -0.11718  0.8851
C 2.49910 2.31396 -0.31339  -0.1263
H 1.89273 2.83034 -1.03914  0.5789
O 4.49706 3.61678 -0.79511  -0.4679
C 3.78292 4.39142 -1.72663  -0.9369
H 3.40775 3.78176 -2.55557  0.3513
H 4.49635 5.11896 -2.11019  0.2391
H 2.94573 4.91628 -1.25580  0.3673
O 5.88358 2.32177 0.96256  -0.4380
C 6.68754 1.67751 1.91872  -0.9054
H 6.30807 1.83038 2.93442  0.3493
H 6.76975 0.60340 1.72038  0.3420
H 7.67134 2.13545 1.83008  0.2428
H 4.51872 0.42642 2.36277  0.4072
H 2.18275 -0.14929 1.98847  0.4927
C 0.94054 -1.56027 0.09278  -0.5394
C 0.61334 -2.73542 0.75853  -0.9178
C 1.48802 -3.79914 0.73328  -0.6635
C 2.70582 -3.73978 0.05674  0.3783
C 3.03514 -2.55542 -0.63343  1.1955
C 2.13863 -1.49965 -0.61641  -0.1878
H 2.36194 -0.60554 -1.17397  0.6251
O 4.24011 -2.48857 -1.29039  -0.5169
C 4.62062 -1.26882 -1.87780  -0.6789
H 4.63043 -0.45247 -1.14769  0.1432
H 3.96735 -1.00067 -2.71436  0.3346
H 5.63007 -1.43276 -2.25290  0.2912
O 3.44776 -4.87491 0.15741  -0.4792
C 4.66314 -5.03165 -0.53971  -0.7080
H 4.98596 -6.04907 -0.31838  0.2994
H 4.52845 -4.91862 -1.61713  0.2612
H 5.42215 -4.32623 -0.19562  0.2499
H 1.25864 -4.71836 1.24875  0.4210
H -0.31888 -2.79821 1.29593  0.4708
H -3.82941 -0.91296 0.10727  0.4946
H -5.70508 -0.55743 1.09052  0.3028
C -8.26869 -0.23406 1.98479  -1.5961
H -7.75653 -0.91101 2.66659  0.3377
H -9.33283 -0.45022 2.01781  0.4079
H -8.11136 0.78695 2.32355  0.4087
H -8.25302 0.28530 -0.11268  0.3545
H -7.64518 -3.03520 -1.71419  0.4047
H -6.43583 -1.76751 -1.50176  0.2091
H -8.06139 -1.34769 -2.02900  0.3066

---

[4]
Formula: C30H38Cl4MgN4O2P
Source: the Open Molecules 2025 dataset
Level of theory: ωB97M-V with the def2-TZVPD basis set

Calculated values
- Highest occupied orbital energy: -3.821 eV
- E_LUMO: 2.3 eV
- Charge: -1
- 2S+1: 1

Last column: Mulliken charge in e.
Element x y z (Å)
Mg 1.11603 0.48424 -0.48756  1.9334
C 0.05070 0.46412 2.69897  -1.3656
N 1.06373 0.28238 1.66613  0.3636
C 2.29195 0.48444 2.02347  -0.1379
C 3.36349 0.50556 1.10361  -0.2715
C 4.73924 0.68668 1.33143  -1.1879
C 5.33070 0.72863 0.07418  -0.9145
C 4.28386 0.59718 -0.85592  -0.7107
N 3.10797 0.45555 -0.24598  0.8494
C 0.03849 -0.59344 3.78222  0.8063
C 0.04740 -1.94992 3.46213  0.4701
C -0.01102 -2.92071 4.44801  -0.9392
C -0.07652 -2.55372 5.78557  -0.4897
C -0.07071 -1.20867 6.12012  -0.6359
C -0.01116 -0.24024 5.12620  -0.6967
H -0.91978 0.47205 2.19908  -0.3415
H 0.17193 1.44353 3.17432  0.4949
H 2.53653 0.67753 3.07471  0.3090
H 5.22555 0.76520 2.29320  0.5218
H 6.37699 0.86395 -0.15254  0.4282
H 4.34811 0.61124 -1.93550  0.5167
H 0.11414 -2.24534 2.42433  0.3755
H -0.00358 -3.96842 4.17193  0.4120
H -0.12943 -3.30848 6.55997  0.3824
H -0.10718 -0.91153 7.16109  0.3762
H -0.00081 0.80836 5.40284  0.4006
Cl 0.76207 6.28384 -3.81429  -0.2503
C 0.82423 4.59847 -3.41610  0.3254
C 0.92410 3.65115 -4.41700  0.3108
Cl 0.98609 4.13359 -6.07965  -0.2494
C 0.97075 2.28946 -4.07328  0.5651
Cl 1.03317 1.06994 -5.31087  -0.2659
C 0.93315 1.86007 -2.75226  -1.4614
O 0.92182 0.61193 -2.38649  -0.1121
C 0.84133 2.84705 -1.70455  0.0542
O 0.76836 2.40640 -0.48301  -0.8882
C 0.77565 4.18785 -2.07212  0.1689
Cl 0.60670 5.36598 -0.80389  -0.2545
C -3.50175 -0.41513 1.43036  -1.1456
C -3.47200 0.06054 -0.02200  -0.8918
P -1.91157 1.00779 -0.43490  1.2211
C -2.20151 1.35683 -2.24318  -0.5852
C -3.61282 1.26395 -2.82128  -1.6371
C -2.30170 2.64007 0.35850  -0.2882
C -3.46151 3.46442 -0.19214  -1.4683
H -4.40496 -0.99514 1.63353  0.4130
H -3.48818 0.42923 2.12317  0.2618
H -2.64061 -1.04837 1.65756  0.2246
H -4.35573 0.66560 -0.23365  0.5165
H -3.50092 -0.80751 -0.68691  0.4796
H -1.54614 0.67199 -2.78532  0.3403
H -1.78919 2.35381 -2.41731  0.3453
H -4.00900 0.24960 -2.75727  0.3106
H -3.57949 1.53902 -3.87777  0.4536
H -4.31570 1.93394 -2.32629  0.2626
H -1.37226 3.20860 0.28902  0.3535
H -2.46579 2.43445 1.42194  0.4403
H -3.28482 3.75231 -1.22843  0.3123
H -3.56486 4.38390 0.38839  0.4417
H -4.41300 2.93065 -0.13583  0.2720
C -0.44548 -2.19188 -0.52611  0.0971
C -0.52705 -3.73562 -0.49739  -0.9829
N 0.66962 -4.31259 -1.11233  -0.2208
C 1.82268 -3.98744 -0.26915  -0.9563
C 1.90719 -2.45675 -0.04784  -0.4507
N 0.91521 -1.76729 -0.89412  0.6451
C 1.14325 -2.17722 -2.29249  -0.8214
C 0.87828 -3.69901 -2.42981  -0.9456
H -0.70838 -1.74944 0.43524  -0.6732
H -1.12328 -1.77002 -1.27103  0.5611
H -1.40774 -4.10358 -1.02939  0.3647
H -0.58261 -4.11160 0.52837  0.3023
H 2.71653 -4.36790 -0.76841  0.2732
H 1.71934 -4.52297 0.67830  0.3457
H 2.89303 -2.07050 -0.30356  0.3813
H 1.72158 -2.19038 0.99322  0.1201
H 2.16825 -1.91458 -2.55519  0.5047
H 0.49287 -1.58371 -2.93046  0.3086
H 1.72288 -4.20637 -2.90130  0.3286
H -0.00666 -3.89756 -3.03923  0.2943

---

Record order is preserved below.
Energy relative to the best compared isomer or geometry (same formula, charge and spin): 531.3 158.2 241.9 0.0 kJ/mol